[1]
Molecular formula: C49H144N18O19
Method: DFT, ωB97M-V with the def2-TZVPD basis set

Geometry (Å):
O  -13.987  -9.849  -24.777
O  -10.042  -11.138  -19.157
O  -7.071  -15.456  -22.935
O  -18.418  -16.283  -15.420
O  -17.690  -18.778  -16.451
O  -9.928  -17.737  -22.742
O  -12.071  -14.746  -24.554
O  -12.695  -24.561  -18.199
O  -17.284  -19.801  -19.409
O  -11.740  -21.541  -18.903
O  -13.173  -20.385  -10.699
O  -11.503  -14.885  -12.734
O  -13.666  -16.798  -16.922
O  -14.078  -16.434  -7.886
O  -9.050  -15.720  -18.762
O  -10.242  -23.707  -14.201
O  -17.776  -14.722  -12.712
O  -16.315  -18.817  -24.124
O  -16.632  -10.828  -18.984
N  -9.190  -19.023  -20.432
N  -16.916  -9.478  -15.652
N  -10.101  -19.439  -24.232
N  -7.761  -13.358  -23.339
N  -7.057  -9.241  -20.148
N  -12.466  -25.206  -16.133
N  -13.758  -22.333  -19.270
N  -12.032  -15.134  -19.944
N  -14.458  -16.452  -10.079
N  -11.254  -23.589  -16.771
N  -18.239  -18.898  -21.998
N  -11.075  -17.604  -24.596
N  -14.269  -15.411  -21.580
N  -14.404  -9.154  -21.298
N  -9.217  -14.861  -23.472
N  -13.237  -20.473  -20.203
N  -14.228  -18.278  -9.004
N  -12.281  -19.946  -13.448
C  -13.413  -21.869  -14.363
C  -9.515  -17.978  -19.494
C  -8.041  -9.760  -19.267
C  -7.969  -14.634  -23.204
C  -12.411  -14.731  -23.154
C  -17.711  -21.173  -19.244
C  -10.360  -18.221  -23.736
C  -15.078  -18.920  -24.811
C  -13.045  -9.556  -25.833
C  -17.482  -14.192  -10.337
C  -9.073  -22.977  -14.353
C  -16.906  -10.801  -17.554
C  -17.516  -17.661  -22.389
C  -13.573  -9.314  -23.511
C  -8.624  -16.679  -19.633
C  -11.012  -11.844  -19.934
C  -13.845  -15.167  -22.926
C  -17.368  -11.857  -19.610
C  -13.356  -20.818  -13.232
C  -12.180  -24.399  -17.112
C  -15.650  -7.902  -23.089
C  -13.200  -21.343  -11.797
C  -14.013  -18.097  -16.543
C  -11.908  -13.357  -25.029
C  -12.042  -14.935  -14.032
C  -18.494  -14.108  -16.196
C  -17.970  -15.188  -11.378
C  -12.847  -21.461  -19.381
C  -11.133  -16.002  -14.653
C  -14.276  -17.006  -8.939
C  -12.881  -20.876  -9.486
C  -9.386  -21.482  -14.028
C  -14.936  -14.174  -23.409
C  -8.349  -14.557  -19.064
C  -8.617  -8.708  -18.333
C  -19.115  -21.292  -18.804
C  -15.099  -9.155  -17.056
C  -9.260  -18.607  -18.171
C  -13.672  -14.128  -18.375
C  -17.642  -15.373  -16.142
C  -16.148  -18.100  -22.908
C  -16.548  -9.441  -17.045
C  -14.889  -9.194  -22.684
C  -17.688  -19.657  -15.398
C  -17.482  -16.652  -21.160
C  -13.000  -16.663  -18.141
C  -18.738  -19.394  -14.407
C  -9.122  -10.563  -19.979
C  -12.614  -15.235  -18.550
H  -8.611  -23.121  -15.330
H  -19.728  -19.254  -14.841
H  -14.444  -15.443  -10.038
H  -9.805  -21.052  -14.937
H  -19.227  -18.713  -21.910
H  -9.835  -19.764  -20.197
H  -12.896  -12.896  -25.032
H  -15.590  -10.024  -22.766
H  -14.925  -13.190  -22.939
H  -17.858  -14.487  -9.357
H  -13.721  -13.709  -17.370
H  -10.341  -23.807  -13.251
H  -11.662  -12.404  -19.262
H  -16.726  -15.262  -15.561
H  -12.116  -17.300  -18.116
H  -19.469  -22.311  -18.965
H  -8.262  -14.251  -20.106
H  -10.199  -16.018  -14.091
H  -12.798  -9.861  -22.973
H  -14.945  -14.218  -24.498
H  -18.825  -20.193  -13.670
H  -7.606  -10.538  -18.639
H  -16.525  -7.839  -22.442
H  -11.686  -16.940  -14.608
H  -17.126  -15.689  -21.527
H  -10.089  -21.374  -13.201
H  -18.526  -18.496  -13.826
H  -13.536  -13.334  -19.109
H  -14.691  -8.192  -16.747
H  -7.572  -16.949  -19.543
H  -12.274  -19.478  -12.553
H  -17.075  -12.007  -20.649
H  -17.887  -9.755  -15.633
H  -17.167  -12.757  -19.029
H  -18.437  -11.655  -19.553
H  -14.331  -22.432  -14.197
H  -18.051  -17.346  -23.284
H  -11.747  -14.931  -17.964
H  -10.524  -17.612  -19.686
H  -14.657  -9.912  -16.408
H  -13.018  -8.376  -23.533
H  -10.089  -19.289  -17.982
H  -13.490  -23.086  -18.653
H  -19.104  -14.156  -17.098
H  -14.566  -9.392  -17.977
H  -8.486  -11.320  -20.438
H  -14.176  -20.326  -20.545
H  -11.358  -15.767  -12.384
H  -15.003  -7.073  -22.805
H  -8.862  -13.679  -18.671
H  -13.394  -15.587  -21.107
H  -17.544  -15.406  -13.345
H  -8.980  -7.846  -18.893
H  -11.951  -14.030  -14.633
H  -11.368  -18.009  -25.474
H  -12.162  -21.695  -9.474
H  -8.502  -20.935  -13.701
H  -14.210  -20.142  -13.265
H  -13.175  -8.538  -26.200
H  -11.249  -15.771  -19.923
H  -9.910  -14.145  -23.638
H  -6.849  -13.048  -23.034
H  -13.235  -10.347  -26.558
H  -14.283  -19.075  -24.081
H  -14.627  -16.919  -10.958
H  -14.247  -18.818  -9.858
H  -11.511  -11.177  -20.637
H  -16.404  -14.029  -10.364
H  -13.877  -16.153  -23.389
H  -10.876  -22.980  -17.483
H  -7.594  -8.568  -20.677
H  -8.373  -23.305  -13.584
H  -13.184  -18.772  -16.332
H  -9.535  -15.818  -23.429
H  -11.512  -14.275  -20.059
H  -12.233  -20.244  -8.880
H  -15.360  -19.702  -25.516
H  -11.439  -20.470  -13.643
H  -10.517  -12.569  -20.580
H  -11.827  -15.581  -22.801
H  -17.695  -19.552  -20.240
H  -15.544  -18.685  -22.214
H  -9.492  -9.912  -20.771
H  -17.217  -8.518  -15.565
H  -6.863  -9.976  -20.814
H  -17.087  -8.686  -17.618
H  -11.103  -12.806  -24.542
H  -18.045  -13.298  -10.605
H  -17.340  -15.787  -17.104
H  -9.311  -9.067  -17.572
H  -11.337  -13.370  -25.957
H  -17.521  -21.784  -20.126
H  -15.224  -9.115  -20.709
H  -14.062  -10.065  -21.027
H  -10.549  -19.724  -25.091
H  -11.343  -16.649  -24.409
H  -14.832  -17.989  -25.322
H  -15.955  -14.524  -23.242
H  -12.529  -22.501  -14.448
H  -13.054  -15.319  -14.156
H  -19.452  -20.967  -17.820
H  -16.670  -19.675  -15.009
H  -16.178  -8.034  -24.034
H  -17.515  -19.286  -17.246
H  -12.202  -21.758  -11.651
H  -9.467  -17.816  -17.451
H  -8.677  -16.280  -20.646
H  -12.127  -13.922  -22.481
H  -9.443  -18.774  -21.377
H  -10.896  -15.745  -15.686
H  -14.586  -18.053  -15.617
H  -13.652  -17.126  -18.882
H  -14.491  -14.567  -21.073
H  -7.788  -8.387  -17.701
H  -7.311  -14.597  -18.735
H  -16.874  -16.981  -20.316
H  -11.970  -9.650  -25.684
H  -13.822  -21.223  -9.058
H  -14.637  -18.557  -17.309
H  -14.677  -14.549  -18.423
H  -17.805  -13.275  -16.332
H  -17.980  -10.965  -17.459
H  -14.621  -22.371  -19.794
H  -13.811  -18.797  -8.244
H  -19.087  -14.136  -15.282
H  -16.952  -21.523  -18.546
H  -9.185  -19.725  -23.917
H  -19.034  -15.390  -11.250
H  -17.786  -20.719  -15.620
H  -12.556  -19.748  -20.374
H  -12.001  -24.983  -15.264
H  -13.785  -22.250  -11.648
H  -18.467  -16.466  -20.733
H  -10.897  -23.570  -15.826
H  -13.001  -26.008  -16.434
H  -8.623  -12.837  -23.277
H  -16.322  -11.613  -17.119
H  -19.747  -20.765  -19.519
H  -13.447  -21.442  -15.365
H  -18.290  -17.194  -15.697
H  -18.186  -19.618  -22.704
H  -17.332  -16.063  -11.247
H  -15.693  -17.120  -23.052
H  -8.283  -19.024  -17.927

Its net charge is 0. As for the LUMO energy: 0.023 eV. Its HOMO energy is -8.4 eV. Its molecular weight is 1289.8 g/mol. As for the HOMO-LUMO gap: 8.5 eV.

These are the Löwdin partial charges, in e, on atoms 1 to 6:
1. O -0.1870
2. O -0.1382
3. O 0.0155
4. O -0.1004
5. O -0.0600
6. O 0.0579



[2]
Molecular formula: C61H49BaN11PS2
Method: DFT, ωB97M-V with the def2-TZVPD basis set

Geometry (Å):
Ba  0.091  0.281  0.479
S  -4.192  -1.839  -2.787
S  -1.330  -0.922  -3.311
P  -2.469  2.161  1.676
N  1.180  2.344  1.066
N  -3.272  -1.189  0.531
N  1.814  0.618  -1.091
N  -2.217  -3.407  -3.121
N  1.594  -1.642  0.585
N  0.936  0.068  2.723
N  1.199  -2.314  2.869
N  2.331  -1.639  -1.715
N  1.797  3.020  -1.161
N  -2.024  -1.577  0.179
N  0.897  2.347  3.453
C  1.742  -2.463  1.654
C  -4.497  2.269  3.798
C  2.399  5.103  3.166
C  -3.232  -4.327  -2.634
C  1.746  2.425  -4.281
C  3.685  -4.326  -0.773
C  -3.384  -3.351  0.554
C  -3.669  1.931  0.327
C  2.154  -0.358  -4.615
C  -0.004  0.447  4.793
C  -2.231  3.970  2.059
C  -3.128  0.291  3.554
C  -4.113  -2.200  0.769
C  3.066  6.238  2.725
C  -1.361  6.506  2.920
C  -3.444  1.594  3.144
C  -5.888  1.354  -0.518
C  2.890  -3.414  -0.085
C  2.057  0.487  -5.711
C  -0.930  -3.787  -0.207
C  4.157  -5.428  -0.080
C  -5.032  1.668  0.524
C  -4.564  -3.619  -2.854
C  -3.827  -0.359  4.564
C  -3.137  5.061  -0.102
C  -0.477  -1.816  5.544
C  2.570  -3.609  1.262
C  -4.975  3.651  3.412
C  -1.961  6.338  1.682
C  -4.851  0.313  5.210
C  1.850  1.576  -3.190
C  2.880  5.527  0.411
C  1.699  3.201  0.159
C  -0.627  0.992  5.905
C  2.200  4.404  0.856
C  -2.089  -2.913  0.177
C  -3.092  1.866  -1.018
C  2.043  0.203  -3.353
C  1.763  1.809  -1.731
C  3.848  -5.617  1.279
C  -1.234  5.410  3.763
C  3.052  -4.711  1.963
C  -5.169  1.611  4.829
C  1.850  1.864  -5.549
C  -5.530  -1.969  1.187
C  0.071  -0.941  4.613
C  -1.109  -1.268  6.655
C  2.258  -2.153  -0.475
C  0.599  1.043  3.589
C  -1.765  2.124  -1.293
C  1.303  2.879  2.311
C  -2.489  -2.078  -3.120
C  -1.660  4.169  3.323
C  -4.022  1.519  -2.068
C  -1.184  0.122  6.832
C  -5.346  1.296  -1.825
C  -2.422  5.094  1.231
C  0.737  -1.143  3.312
C  1.964  4.194  2.211
C  2.042  -0.375  -1.996
C  3.304  6.448  1.360
H  -1.698  0.522  7.700
H  -6.000  1.053  -2.660
H  -3.089  -4.542  -1.576
H  -6.940  1.167  -0.336
H  1.757  2.494  -6.427
H  -1.539  3.313  3.979
H  -1.243  -3.659  -3.105
H  -0.998  7.482  3.223
H  -3.502  -0.195  0.509
H  -4.024  4.426  -0.069
H  -5.002  -3.858  -3.821
H  2.220  4.920  4.221
H  -5.276  -3.852  -2.065
H  4.774  -6.159  -0.589
H  -0.319  -4.051  0.661
H  3.923  -4.171  -1.821
H  -1.406  2.144  -2.321
H  -0.285  -3.286  -0.933
H  -1.127  2.609  -0.560
H  -3.731  -4.375  0.662
H  -1.298  -4.720  -0.642
H  -5.413  -0.172  6.001
H  -0.405  -2.890  5.398
H  -5.618  -1.962  2.277
H  -6.013  3.786  3.724
H  2.797  -4.850  3.011
H  -3.633  1.455  -3.083
H  2.298  -1.426  -4.735
H  -2.502  4.658  -0.894
H  -5.985  2.127  5.328
H  1.571  3.487  -4.136
H  -5.439  1.690  1.528
H  -3.555  -1.370  4.851
H  -2.309  -0.228  3.063
H  -3.442  6.072  -0.382
H  3.836  7.340  1.046
H  -5.889  -1.006  0.813
H  -3.185  -5.262  -3.190
H  -2.097  7.201  1.035
H  -1.564  -1.922  7.391
H  3.076  5.669  -0.645
H  -6.173  -2.760  0.798
H  -0.682  2.067  6.044
H  -0.783  5.516  4.746
H  3.422  6.968  3.446
H  2.128  0.075  -6.711
H  4.250  -6.480  1.798
H  -4.917  3.809  2.336
H  -4.372  4.431  3.884

Its net charge is -1. As for the LUMO energy (alpha / beta): 1.185 / 1.184 eV. Its relative energy (zero: lowest compared OMol25 entry of this formula, charge and spin) is 106.1 kJ/mol. Its HOMO energy (alpha / beta) is -3.2 / -3.2 eV. Its molecular weight is 1168.6 g/mol. As for the HOMO-LUMO gap (alpha / beta): 4.4 / 4.4 eV.

These are the Löwdin partial charges, in e, on atoms 1 to 6:
1. Ba 1.8781
2. S 0.9520
3. S 0.6650
4. P 1.0795
5. N -0.0751
6. N 0.0475



Which of these has the lowest net charge? C61H49BaN11PS2